<A>
# C4H6O4Si

2 unconnected molecules or ions with the total composition C4H6O4Si (the ωB97M-V functional and the def2-TZVPD basis, the Open Molecules 2025 dataset).

Geometry as ORCA input:
```
! wB97M-V def2-TZVPD RIJCOSX def2/J DEFGRID3
* xyz 0 1
O -1.488 2.718 -0.455
C -0.674 1.918 -0.348
C 0.146 0.957 -0.187
C 1.494 0.521 -0.825
O 2.637 1.236 -0.681
C 0.908 -0.250 0.321
O 0.249 -1.452 0.097
H 1.395 0.328 -1.933
H 2.948 1.295 0.157
H 1.245 -0.222 1.341
H 0.139 -1.614 -0.905
O -2.677 -1.411 -0.554
Si -2.178 -1.450 0.833
H -1.966 -0.110 1.314
H -2.178 -2.463 1.826
*
```

SMILES: O=C=C1[C@@H](O)[C@@H]1O.O=[SiH2]
molar mass: 146.17 g mol⁻¹
frontier orbital gap: 9.71 eV
E_HOMO: -9.3 eV

***

<B>
# C4H6O4Si

C4H6O4Si in the gas phase (the ωB97M-V functional and the def2-TZVPD basis, the Open Molecules 2025 dataset).

Geometry as ORCA input:
```
! wB97M-V def2-TZVPD RIJCOSX def2/J DEFGRID3
* xyz 0 1
C -2.084 0.113 -0.532
C -1.496 0.047 -2.002
C 1.146 1.608 0.767
C 0.985 -1.743 0.812
O -3.282 0.085 -0.503
O -1.610 -0.030 -3.110
O -1.254 0.221 0.373
O 0.431 0.023 -1.590
Si 0.563 -0.043 0.006
H 2.097 1.637 1.048
H 0.896 2.392 0.182
H 0.663 1.880 1.665
H 1.963 -1.803 0.888
H 0.486 -1.789 1.868
H 0.495 -2.599 0.128
*
```

molar mass: 146.17 g mol⁻¹
frontier orbital gap: 9.93 eV
E_HOMO: -10.4 eV

***

Short version: <B> is the most stable of them.

***

<A>
# CH2O3S

2 unconnected molecules or ions with the total composition CH2O3S (the ωB97M-V functional and the def2-TZVPD basis, the Open Molecules 2025 dataset).

Geometry as ORCA input:
```
! wB97M-V def2-TZVPD RIJCOSX def2/J DEFGRID3
* xyz 0 3
C -1.461 0.344 0.066
O 2.113 -0.526 -0.207
O -1.063 1.463 -0.061
O -0.744 -0.758 -0.018
S 3.458 -0.028 0.128
H -2.510 0.081 0.279
H 0.207 -0.576 -0.186
*
```

molar mass: 94.09 g mol⁻¹
frontier orbital gap (alpha / beta): 10.87 / 8.80 eV
E_HOMO (alpha / beta): -10.2 / -10.6 eV
expectation value of S²: 2.0075

***

<B>
# CH2O3S

CH2O3S in the gas phase (the ωB97M-V functional and the def2-TZVPD basis, the Open Molecules 2025 dataset).

Geometry as ORCA input:
```
! wB97M-V def2-TZVPD RIJCOSX def2/J DEFGRID3
* xyz 0 3
C -0.481 -0.464 -0.256
O 2.569 -0.488 -0.289
O 0.395 -0.846 0.948
O 1.268 1.417 0.350
S 1.211 -0.075 -0.153
H -0.503 -1.396 -0.852
H 0.359 1.652 0.589
*
```

molar mass: 94.09 g mol⁻¹
frontier orbital gap (alpha / beta): 7.62 / 8.96 eV
E_HOMO (alpha / beta): -6.9 / -11.4 eV
expectation value of S²: 2.0120

***

Short version: <A> is the most stable of them.